ORCA calculation (ωB97M-V/def2-TZVPD) on one molecule with the formula C4H9NO2.

Structure (XYZ):
```
16
C4H9NO2 | the Open Molecules 2025 dataset | ωB97M-V/def2-TZVPD
O -1.08 0.30 -1.58
O -1.26 -0.43 0.56
N 0.43 0.97 -0.09
C 1.87 -0.53 1.28
C -2.21 -0.50 -1.90
C -0.68 0.22 -0.29
C 1.18 0.83 1.15
H -3.08 -0.18 -1.33
H -2.38 -0.36 -2.97
H 0.49 0.96 1.98
H 2.56 -0.71 0.44
H -2.01 -1.55 -1.68
H 2.44 -0.58 2.21
H 0.90 1.33 -0.91
H 1.12 -1.32 1.29
H 1.90 1.65 1.19
```

## Properties
- highest occupied orbital energy (eV) = -9.8
- SMILES = CCNC(=O)OC
- spin multiplicity = 1
- E (a.u.) = -363.069952
- E_LUMO (eV) = 0.927
- F_max (hartree/bohr) = 0.009